{
  "formula": "C6H12ClN3O",
  "method": "ωB97M-V/def2-TZVPD",
  "symbols": ["C", "C", "C", "C", "C", "C", "N", "N", "N", "O", "Cl", "H", "H", "H", "H", "H", "H", "H", "H", "H", "H", "H", "H"],
  "positions_angstrom": [[2.269232, 1.085346, -0.313862], [-1.721414, -1.059413, -0.794765], [-1.709858, 0.593374, -0.869165], [-0.388922, -1.275607, -0.027133], [-1.857071, 1.065189, 0.521306], [-0.252873, -0.583782, 1.276818], [3.227156, 0.703738, -0.956464], [-0.716218, 0.830615, 1.241466], [1.164902, 1.446359, -0.045250], [0.318254, 1.681724, 1.134168], [4.554982, -1.982936, 0.190027], [-2.604322, -1.143568, -0.217377], [-1.852515, -1.399142, -1.755576], [-0.767854, 0.994515, -1.431853], [-2.568352, 0.972742, -1.503068], [-0.280215, -2.256336, 0.319232], [0.538875, -1.082421, -0.565744], [-2.115906, 2.083139, 0.479108], [-2.629213, 0.564735, 1.041797], [-0.851400, -1.163460, 2.008976], [0.759322, -0.701133, 1.685711], [3.705053, 1.538719, -1.306715], [3.778361, -0.912403, -0.111629]],
  "forces_ev_per_angstrom": [[-3.2, 0.5, 2.8], [2.2, 5.2, 1.8], [-0.1, -1.5, -3.6], [0.0, -0.8, -1.1], [-1.0, 1.1, -1.1], [-1.2, 0.6, 1.3], [4.0, -0.8, -1.9], [4.2, -2.0, 3.1], [2.0, 0.3, -6.0], [-3.9, 1.5, 4.8], [-0.9, 0.9, -0.1], [-0.8, -1.1, 0.7], [0.2, -1.4, -2.0], [-1.5, -0.8, 1.4], [0.7, -0.5, 0.8], [0.1, -2.1, -0.1], [-0.5, 0.2, -0.8], [-0.1, 1.6, 0.5], [-1.2, -0.7, 0.4], [-0.3, 0.7, -0.1], [-0.2, 0.7, -0.4], [0.5, -0.5, -0.2], [1.1, -1.0, 0.0]],
  "fmax_ha_per_bohr": 0.12435,
  "lumo_energy_ha": [0.0319, -0.0977],
  "spin_multiplicity": 3,
  "e_tot_ev": -25447.3775,
  "s2": 2.011,
  "gap_ha": [0.2386, 0.2482]
}


{
  "formula": "C28H26BrMgN5O3S",
  "method": "ωB97M-V/def2-TZVPD",
  "symbols": ["Mg", "C", "O", "C", "C", "C", "C", "C", "C", "N", "C", "N", "C", "C", "C", "C", "C", "C", "O", "C", "N", "C", "C", "C", "C", "C", "C", "O", "C", "H", "H", "H", "H", "H", "H", "H", "H", "H", "H", "H", "H", "H", "H", "H", "H", "H", "H", "H", "H", "H", "H", "Br", "C", "C", "C", "N", "C", "C", "H", "H", "H", "H", "S", "C", "N"],
  "positions_angstrom": [[1.457087, -0.762721, 1.434465], [-1.347571, 1.940538, -3.949847], [-2.299734, 2.732981, -3.233543], [-3.100870, 2.090898, -2.332244], [-4.475206, 2.226721, -2.486743], [-5.345054, 1.618221, -1.598610], [-4.843863, 0.873001, -0.537039], [-3.476007, 0.770556, -0.354846], [-2.593867, 1.377902, -1.245941], [-1.193615, 1.360371, -1.034110], [-0.469302, 0.318471, -0.528701], [-0.952070, -0.906591, -0.780358], [-0.623869, -2.196451, -0.223206], [0.383851, -2.427452, 0.712235], [0.514454, -3.769263, 1.121528], [-0.279088, -4.791420, 0.631203], [-1.276221, -4.517090, -0.304334], [-1.450006, -3.214824, -0.726317], [-2.393009, -2.823791, -1.647929], [-3.410762, -3.752934, -1.975078], [0.680903, 0.526766, 0.068682], [1.011284, 1.844377, 0.500722], [2.194746, 2.427427, 0.069977], [2.612610, 3.657120, 0.565239], [1.839133, 4.306714, 1.510110], [0.658273, 3.732372, 1.972046], [0.243949, 2.502303, 1.476549], [-0.867425, 1.837764, 1.890406], [-1.585279, 2.372252, 2.994427], [-1.272433, 2.370348, -4.945903], [-1.687401, 0.906088, -4.026908], [-0.369283, 1.959278, -3.472980], [-4.836123, 2.804258, -3.327734], [-6.413323, 1.721140, -1.736774], [-5.514221, 0.393616, 0.163705], [-3.074067, 0.234253, 0.496122], [-0.736939, 2.259528, -0.987975], [-1.772838, -0.928758, -1.367228], [1.267448, -4.024093, 1.861663], [-0.138665, -5.811065, 0.969314], [-1.901146, -5.310531, -0.689211], [-3.014609, -4.578056, -2.571354], [-4.148628, -3.211999, -2.561124], [-3.876708, -4.152093, -1.072022], [2.785487, 1.890421, -0.662540], [3.536324, 4.096914, 0.214400], [2.151132, 5.263778, 1.907348], [0.076976, 4.240409, 2.725819], [-2.385462, 1.669544, 3.204546], [-2.013127, 3.346696, 2.750495], [-0.937516, 2.458292, 3.868432], [7.928935, -1.992147, -0.238224], [6.144137, -1.566056, 0.179060], [5.109718, -2.221245, -0.465491], [3.816968, -1.880583, -0.118521], [3.529086, -0.951110, 0.803714], [4.547534, -0.338397, 1.418668], [5.873221, -0.608661, 1.137058], [5.299094, -2.981058, -1.209405], [2.967272, -2.372552, -0.577417], [4.286294, 0.385505, 2.180028], [6.662164, -0.100141, 1.670536], [3.978122, -1.106235, 5.031489], [2.709921, -0.751043, 4.081354], [1.809211, -0.468443, 3.378345]],
  "forces_ev_per_angstrom": [[0.2, -0.5, 0.0], [-0.1, 0.0, 0.0], [0.2, 0.1, 0.0], [-0.1, 0.0, -0.1], [0.0, -0.1, 0.0], [0.0, 0.0, 0.0], [0.0, 0.0, 0.0], [0.0, 0.0, 0.1], [0.1, 0.0, 0.0], [-0.1, 0.1, -0.1], [0.2, -0.1, 0.0], [0.0, -0.2, 0.2], [0.1, 0.3, -0.1], [-0.3, -0.1, -0.2], [0.0, 0.0, 0.0], [0.0, 0.0, 0.0], [0.0, 0.0, 0.1], [0.0, -0.1, -0.1], [-0.1, 0.0, 0.0], [0.1, 0.0, 0.0], [-0.2, 0.4, 0.3], [0.1, -0.1, -0.3], [0.0, 0.1, 0.0], [0.0, 0.0, 0.0], [-0.1, 0.0, 0.0], [0.0, 0.0, -0.1], [0.0, 0.0, 0.2], [0.0, 0.0, 0.0], [0.1, 0.0, -0.1], [0.0, 0.0, 0.0], [0.0, 0.0, 0.0], [0.0, 0.0, 0.0], [0.0, 0.0, 0.0], [0.0, 0.0, 0.0], [0.0, 0.0, 0.0], [0.0, 0.0, 0.0], [0.0, 0.0, 0.0], [0.0, -0.1, 0.0], [0.0, 0.0, 0.0], [0.0, 0.0, 0.0], [0.0, 0.0, 0.0], [0.0, 0.0, 0.0], [0.0, 0.0, 0.0], [0.0, 0.0, 0.0], [0.0, 0.0, 0.0], [0.0, 0.0, 0.0], [0.0, 0.0, 0.0], [0.0, 0.0, 0.0], [0.0, 0.0, 0.0], [0.0, 0.0, 0.0], [0.0, 0.0, 0.0], [0.0, 0.0, 0.0], [0.1, 0.0, 0.0], [0.0, 0.0, 0.0], [-0.1, 0.1, 0.1], [0.2, -0.1, 0.0], [-0.2, 0.0, 0.0], [0.0, 0.0, 0.0], [0.0, 0.0, 0.0], [0.0, 0.0, 0.0], [0.0, 0.0, 0.0], [0.0, 0.0, 0.0], [-0.3, 0.1, -0.2], [0.3, 0.0, 0.3], [0.1, 0.1, 0.0]],
  "fmax_ha_per_bohr": 0.01071,
  "lumo_energy_ha": 0.0069,
  "e_tot_ev": -129375.6369,
  "gap_ha": 0.2956
}


{
  "formula": "C8H8FNO2S",
  "method": "ωB97M-V/def2-TZVPD",
  "symbols": ["C", "C", "C", "C", "C", "C", "C", "C", "N", "O", "O", "F", "S", "H", "H", "H", "H", "H", "H", "H", "H"],
  "positions_angstrom": [[0.003819, 1.004429, 2.734626], [-0.541634, 0.982751, 1.659574], [1.307121, -1.791557, -0.486088], [0.033988, -2.090932, 0.010254], [1.628002, -0.672358, -1.077200], [-0.910640, -1.133749, -0.050824], [0.593968, 0.352058, -1.417714], [-0.706796, 0.082736, -0.706465], [-2.971664, 1.650761, -0.054237], [-1.059547, 2.768625, -1.229262], [-2.198230, 0.893047, -2.378370], [-2.092712, -1.367020, 0.520785], [-1.730887, 1.488945, -1.153770], [0.430915, 0.842319, 3.720827], [2.166392, -2.612489, -0.301739], [-0.186025, -2.983190, 0.571894], [2.640669, -0.442586, -1.394844], [0.801298, 1.465969, -1.133454], [0.584816, 0.552644, -2.501710], [-3.813209, 1.155553, -0.320838], [-2.586277, 1.726200, 0.843285]],
  "forces_ev_per_angstrom": [[0.8, -0.6, 1.7], [-0.4, 0.0, -2.3], [3.4, -4.1, 1.1], [-0.7, 0.4, 0.2], [0.5, 2.7, -1.4], [-1.5, -0.3, -0.4], [0.6, 1.0, 1.7], [1.8, 2.5, 0.7], [0.8, -0.1, -3.4], [0.1, -1.8, 0.5], [-0.7, 0.3, -0.3], [-0.1, 0.2, 0.0], [-2.2, 0.7, 0.6], [-0.3, 0.4, -0.7], [-2.1, 2.0, -0.4], [0.0, -0.2, 0.0], [-0.1, -0.3, 0.0], [0.3, -1.9, 0.0], [-0.7, -0.6, 0.0], [0.3, -0.2, 0.5], [0.1, -0.1, 1.9]],
  "fmax_ha_per_bohr": 0.10556,
  "lumo_energy_ha": [-0.0825, -0.0825],
  "e_tot_ev": -27555.7106,
  "gap_ha": [0.2464, 0.2462]
}


Please write out number 1 again, unchanged.
{
  "formula": "C6H12ClN3O",
  "method": "ωB97M-V/def2-TZVPD",
  "symbols": ["C", "C", "C", "C", "C", "C", "N", "N", "N", "O", "Cl", "H", "H", "H", "H", "H", "H", "H", "H", "H", "H", "H", "H"],
  "positions_angstrom": [[2.269232, 1.085346, -0.313862], [-1.721414, -1.059413, -0.794765], [-1.709858, 0.593374, -0.869165], [-0.388922, -1.275607, -0.027133], [-1.857071, 1.065189, 0.521306], [-0.252873, -0.583782, 1.276818], [3.227156, 0.703738, -0.956464], [-0.716218, 0.830615, 1.241466], [1.164902, 1.446359, -0.045250], [0.318254, 1.681724, 1.134168], [4.554982, -1.982936, 0.190027], [-2.604322, -1.143568, -0.217377], [-1.852515, -1.399142, -1.755576], [-0.767854, 0.994515, -1.431853], [-2.568352, 0.972742, -1.503068], [-0.280215, -2.256336, 0.319232], [0.538875, -1.082421, -0.565744], [-2.115906, 2.083139, 0.479108], [-2.629213, 0.564735, 1.041797], [-0.851400, -1.163460, 2.008976], [0.759322, -0.701133, 1.685711], [3.705053, 1.538719, -1.306715], [3.778361, -0.912403, -0.111629]],
  "forces_ev_per_angstrom": [[-3.2, 0.5, 2.8], [2.2, 5.2, 1.8], [-0.1, -1.5, -3.6], [0.0, -0.8, -1.1], [-1.0, 1.1, -1.1], [-1.2, 0.6, 1.3], [4.0, -0.8, -1.9], [4.2, -2.0, 3.1], [2.0, 0.3, -6.0], [-3.9, 1.5, 4.8], [-0.9, 0.9, -0.1], [-0.8, -1.1, 0.7], [0.2, -1.4, -2.0], [-1.5, -0.8, 1.4], [0.7, -0.5, 0.8], [0.1, -2.1, -0.1], [-0.5, 0.2, -0.8], [-0.1, 1.6, 0.5], [-1.2, -0.7, 0.4], [-0.3, 0.7, -0.1], [-0.2, 0.7, -0.4], [0.5, -0.5, -0.2], [1.1, -1.0, 0.0]],
  "fmax_ha_per_bohr": 0.12435,
  "lumo_energy_ha": [0.0319, -0.0977],
  "spin_multiplicity": 3,
  "e_tot_ev": -25447.3775,
  "s2": 2.011,
  "gap_ha": [0.2386, 0.2482]
}


What did the first record say?
{
  "formula": "C6H12ClN3O",
  "method": "ωB97M-V/def2-TZVPD",
  "symbols": ["C", "C", "C", "C", "C", "C", "N", "N", "N", "O", "Cl", "H", "H", "H", "H", "H", "H", "H", "H", "H", "H", "H", "H"],
  "positions_angstrom": [[2.269232, 1.085346, -0.313862], [-1.721414, -1.059413, -0.794765], [-1.709858, 0.593374, -0.869165], [-0.388922, -1.275607, -0.027133], [-1.857071, 1.065189, 0.521306], [-0.252873, -0.583782, 1.276818], [3.227156, 0.703738, -0.956464], [-0.716218, 0.830615, 1.241466], [1.164902, 1.446359, -0.045250], [0.318254, 1.681724, 1.134168], [4.554982, -1.982936, 0.190027], [-2.604322, -1.143568, -0.217377], [-1.852515, -1.399142, -1.755576], [-0.767854, 0.994515, -1.431853], [-2.568352, 0.972742, -1.503068], [-0.280215, -2.256336, 0.319232], [0.538875, -1.082421, -0.565744], [-2.115906, 2.083139, 0.479108], [-2.629213, 0.564735, 1.041797], [-0.851400, -1.163460, 2.008976], [0.759322, -0.701133, 1.685711], [3.705053, 1.538719, -1.306715], [3.778361, -0.912403, -0.111629]],
  "forces_ev_per_angstrom": [[-3.2, 0.5, 2.8], [2.2, 5.2, 1.8], [-0.1, -1.5, -3.6], [0.0, -0.8, -1.1], [-1.0, 1.1, -1.1], [-1.2, 0.6, 1.3], [4.0, -0.8, -1.9], [4.2, -2.0, 3.1], [2.0, 0.3, -6.0], [-3.9, 1.5, 4.8], [-0.9, 0.9, -0.1], [-0.8, -1.1, 0.7], [0.2, -1.4, -2.0], [-1.5, -0.8, 1.4], [0.7, -0.5, 0.8], [0.1, -2.1, -0.1], [-0.5, 0.2, -0.8], [-0.1, 1.6, 0.5], [-1.2, -0.7, 0.4], [-0.3, 0.7, -0.1], [-0.2, 0.7, -0.4], [0.5, -0.5, -0.2], [1.1, -1.0, 0.0]],
  "fmax_ha_per_bohr": 0.12435,
  "lumo_energy_ha": [0.0319, -0.0977],
  "spin_multiplicity": 3,
  "e_tot_ev": -25447.3775,
  "s2": 2.011,
  "gap_ha": [0.2386, 0.2482]
}